{
  "formula": "C19H28NO3P2S2Ti",
  "method": "the ωB97M-V functional and the def2-TZVPD basis",
  "orbital_gap_ev": 8.43,
  "lumo_energy_ev": -2.8099,
  "charge": 1,
  "molar_mass_g_mol": 492.39,
  "elements": ["Ti", "C", "P", "C", "C", "C", "C", "C", "C", "C", "P", "C", "C", "H", "H", "H", "H", "H", "H", "H", "H", "H", "H", "H", "H", "H", "H", "H", "H", "N", "C", "C", "O", "O", "H", "H", "H", "H", "S", "C", "S", "O", "C", "C", "C", "C", "C", "C", "H", "H", "H", "H", "H", "H", "H", "H"],
  "xyz": [[-0.687901, 0.663535, 0.856876], [-3.189599, -0.126872, -1.680352], [-2.895609, -0.269609, 0.057909], [-4.508422, 0.383559, 0.601726], [-2.894607, -2.016421, 0.293432], [-4.056059, -2.773395, 0.267373], [-4.027196, -4.176778, 0.215174], [-2.831325, -4.841155, 0.152214], [-1.630211, -4.117551, 0.060633], [-1.667795, -2.691562, 0.183801], [-0.129581, -1.705807, 0.298772], [0.682488, -1.899975, -1.310687], [0.856712, -2.745658, 1.415834], [-3.976438, -0.835560, -1.859848], [-2.391499, -0.526091, -2.310293], [-3.563746, 0.919185, -1.781021], [-5.295379, -0.016469, -0.021442], [-4.379711, 1.474838, 0.369332], [-4.617382, 0.272557, 1.691115], [-5.033489, -2.337759, 0.472547], [-4.936917, -4.703250, 0.262684], [-2.712864, -5.962501, 0.126369], [-0.695337, -4.585358, -0.071613], [1.073618, -0.987780, -1.498237], [-0.132892, -2.084392, -2.015528], [1.478606, -2.590288, -1.590549], [1.035408, -3.727266, 1.005548], [0.227989, -2.979814, 2.244421], [1.807091, -2.286440, 1.765492], [-0.411246, 4.923743, 0.564164], [-1.399485, 4.371534, -0.414434], [-1.253941, 2.897218, -0.122764], [-1.009975, 2.069423, -0.998980], [-1.426237, 2.485767, 1.105679], [-0.747528, 4.531374, 1.470494], [-0.480179, 5.914405, 0.620175], [-1.089353, 4.435003, -1.453761], [-2.443587, 4.819834, -0.401004], [-1.065918, -0.030734, 2.788803], [2.321944, 3.163618, -0.745750], [2.418712, 2.111662, 0.699137], [1.229352, 1.127114, 0.463866], [3.904797, 1.181286, 0.371838], [5.057008, 1.619240, 1.041361], [6.251624, 0.930090, 0.741625], [6.228949, -0.117869, -0.149102], [5.013921, -0.571823, -0.753593], [3.831483, 0.055466, -0.452672], [2.576720, 2.630799, -1.635157], [2.928284, 4.055639, -0.666994], [1.348418, 3.592110, -0.725672], [5.066508, 2.562030, 1.665170], [7.184734, 1.131462, 1.151612], [7.089569, -0.753938, -0.311272], [5.044606, -1.470706, -1.278972], [2.922880, -0.389691, -0.775454]],
  "forces_ev_per_angstrom": [[0.1, 0.5, 1.7], [-0.3, 0.1, -0.6], [0.1, 0.7, 1.0], [1.3, 1.3, 0.5], [0.3, -1.6, -0.4], [-0.6, -0.9, 0.7], [0.5, 1.4, 0.3], [2.0, -1.3, -0.6], [-1.7, 2.2, 0.6], [0.1, -1.2, -0.1], [0.2, -1.5, -0.3], [-1.3, -2.3, -0.5], [0.6, 0.4, 0.4], [-0.9, -0.1, -0.3], [0.2, 0.9, 0.0], [0.7, -0.8, -0.8], [-0.3, -0.2, 0.2], [-0.4, -0.8, 0.4], [-0.3, 0.0, -0.5], [0.2, 0.2, -0.4], [-1.0, -0.6, 0.1], [-0.6, 1.4, 0.0], [0.8, -0.7, 0.0], [1.1, 3.2, -1.0], [0.1, 0.2, -0.2], [-0.2, -0.5, 0.8], [0.4, -0.1, -0.7], [-0.4, 0.3, 1.0], [-0.7, -0.2, -0.3], [-1.1, -1.2, 0.2], [0.3, 0.3, 0.1], [-1.9, 0.1, 0.7], [0.4, -0.6, -0.6], [0.1, 0.7, -0.8], [0.6, 0.7, -0.7], [0.0, 0.9, 0.0], [0.4, 0.5, 0.0], [1.0, -0.9, 0.5], [0.2, 0.0, -0.4], [0.4, 0.3, 0.4], [-0.8, -0.2, 0.1], [1.1, 0.3, 0.0], [-0.4, 0.4, 0.6], [0.3, 0.6, -0.6], [-1.7, -0.3, -0.7], [-1.5, -1.2, -0.6], [1.4, 1.4, 1.9], [1.1, 0.3, 0.3], [-0.1, -0.5, -0.6], [0.7, -0.1, 0.4], [-1.1, -0.1, -0.1], [-0.2, -1.4, -0.6], [1.3, 0.8, 1.0], [0.3, 0.4, -0.1], [-0.1, -1.2, -1.1], [-0.8, 0.2, -0.3]]
}

---

{
  "formula": "C19H28O17",
  "method": "the ωB97M-V functional and the def2-TZVPD basis",
  "orbital_gap_ev": 9.98,
  "e_above_lowest_kj_mol": 0.0,
  "smiles": "CCOC(C)=O.O=C1OCCO1.O=C1OCCO1.O=C1OCCO1.O=C1OCCO1.O=C1OCCO1",
  "lumo_energy_ev": 0.2282,
  "charge": 0,
  "molar_mass_g_mol": 528.42,
  "elements": ["O", "C", "O", "C", "C", "C", "H", "H", "H", "H", "H", "H", "H", "H", "C", "C", "O", "C", "O", "O", "H", "H", "H", "H", "C", "C", "O", "C", "O", "O", "H", "H", "H", "H", "C", "C", "O", "C", "O", "O", "H", "H", "H", "H", "C", "C", "O", "C", "O", "O", "H", "H", "H", "H", "C", "C", "O", "C", "O", "O", "H", "H", "H", "H"],
  "xyz": [[-0.748851, 0.235743, 7.385016], [-0.982413, 1.376458, 7.696013], [-0.674116, 2.455198, 6.955979], [-0.266137, 2.250160, 5.612212], [-1.383678, 1.769851, 4.675288], [-1.408400, 1.758322, 9.097683], [0.620852, 1.612238, 5.628422], [0.080020, 3.201967, 5.203719], [-2.228440, 2.453699, 4.651060], [-1.650661, 0.781003, 5.052735], [-1.003881, 1.654744, 3.661058], [-1.586123, 2.821943, 9.209075], [-0.755948, 1.340424, 9.858015], [-2.336928, 1.184061, 9.209242], [5.765490, -1.259536, -5.150707], [5.119287, 0.044729, -4.735160], [3.800604, -0.359294, -4.412870], [3.770686, -1.675119, -4.143194], [2.870810, -2.197856, -3.581320], [4.959312, -2.239136, -4.493973], [6.805413, -1.333143, -4.836796], [5.754801, -1.456192, -6.224102], [5.084028, 0.824632, -5.497545], [5.568534, 0.565069, -3.885117], [-1.145757, -1.475528, 3.163422], [-1.268894, -2.693524, 2.258814], [-2.272072, -3.492839, 2.933180], [-2.757428, -2.859743, 3.997002], [-3.648417, -3.216154, 4.696839], [-2.037238, -1.737204, 4.231600], [-1.280171, -0.529720, 2.637917], [-0.172999, -1.379619, 3.657863], [-0.396373, -3.341484, 2.186069], [-1.679292, -2.510606, 1.266237], [-1.755829, -3.873666, -3.569227], [-2.582494, -4.745741, -2.592079], [-3.326760, -3.772069, -1.866520], [-2.880344, -2.544807, -2.149393], [-3.184665, -1.569473, -1.525768], [-2.014143, -2.524378, -3.170685], [-2.086026, -3.989004, -4.606401], [-0.680806, -4.033997, -3.659963], [-1.881364, -5.277932, -1.954752], [-3.150398, -5.412036, -3.232442], [-0.967816, 4.885073, -4.520403], [0.384537, 4.916998, -3.742753], [0.563899, 3.539533, -3.380436], [-0.348978, 2.756930, -3.995218], [-0.329403, 1.572005, -3.929860], [-1.092045, 3.505710, -4.809286], [-0.850300, 5.466905, -5.431135], [-1.859310, 5.149140, -3.951457], [0.417623, 5.586522, -2.888294], [1.250148, 5.068956, -4.393135], [0.295492, -0.318735, -1.402977], [1.487457, 0.557206, -1.510891], [1.679416, 0.924551, -0.134210], [0.538758, 0.744239, 0.542129], [0.345550, 1.164125, 1.647205], [-0.362075, 0.018684, -0.161236], [0.580687, -1.352018, -1.171840], [-0.389916, -0.310079, -2.244670], [1.413425, 1.372637, -2.226992], [2.270072, -0.078806, -1.930985]],
  "forces_ev_per_angstrom": [[-0.4, 0.2, -0.5], [1.8, -0.1, 1.0], [-0.9, 0.4, 0.1], [0.4, 0.3, -1.4], [0.7, -0.8, 0.8], [-1.1, -0.6, -0.6], [-0.3, -0.4, -0.2], [0.0, 0.2, 0.6], [-0.1, 0.0, 0.2], [-0.6, 0.1, -0.3], [0.1, 0.1, 0.0], [0.0, 0.0, 0.1], [0.4, 0.2, -0.2], [-0.1, 0.4, 0.3], [0.5, 0.0, -0.2], [0.1, 0.9, -0.3], [-0.4, 0.5, -0.1], [0.9, 0.5, 0.4], [-0.3, -0.7, -0.1], [-0.4, -0.2, 0.1], [-0.1, -0.2, 0.3], [-0.3, 0.2, 0.0], [-0.1, -0.4, -0.3], [0.1, -0.6, 0.3], [1.5, 0.2, 0.3], [-0.7, -0.9, 0.1], [-0.1, -0.4, -0.6], [0.4, 0.6, 0.6], [-0.2, -0.3, -0.1], [-0.8, 0.5, -0.2], [-0.7, -0.1, 0.2], [0.1, -0.2, -0.4], [0.2, 0.3, 0.0], [0.2, 0.4, 0.0], [0.0, 0.2, -1.3], [1.6, 0.7, -1.1], [-0.2, -1.1, -0.2], [0.0, 1.6, 0.9], [-0.1, -0.4, -0.4], [0.2, -0.6, 0.0], [-0.4, 0.1, 0.1], [0.0, -0.1, 0.8], [-0.4, -0.2, 0.4], [-0.7, -0.1, 0.7], [1.1, 0.1, 0.6], [-0.1, -0.7, -0.7], [-0.4, 0.2, 1.2], [1.4, 0.3, -0.5], [-0.6, -0.2, 0.1], [-1.0, -0.5, -0.7], [-0.4, -0.1, -0.1], [0.3, 0.4, 0.1], [-0.1, -0.2, 0.1], [-0.3, 0.7, -0.1], [-1.2, -2.0, 0.3], [0.4, -0.7, -0.6], [0.7, 0.4, -0.6], [-0.8, 0.0, 0.5], [0.1, -0.2, -0.2], [0.5, 1.3, -0.1], [0.3, 0.0, -0.8], [-0.1, 0.2, 0.1], [-0.4, 0.5, 0.7], [0.5, 0.2, 0.6]]
}

---

Which of these has the lowest charge?
C19H28O17